[1]
77
Properties=species:S:1:pos:R:3 method="wB97M-V/def2-TZVPD" lumo_energy_ev=-7.4 charge=+2 gap_ev=6.4 e_homo_ev=-13.8 multiplicity=1
I -2.3015 2.2262 3.6022
P -2.7701 1.8251 1.2120
O 3.0845 -0.6297 -5.3487
O -7.8600 5.4988 2.6115
O 4.8945 -1.0789 -6.6260
O -2.5369 -2.2125 3.5176
O 3.5449 0.6567 -7.1328
O -2.2597 -0.7129 5.1844
O -8.0862 7.7453 2.5468
O 4.4463 -4.9984 -2.0172
O -3.3658 -2.6213 5.5794
O -6.4170 6.7336 1.4072
O -2.6541 3.2992 0.3914
N 3.4801 -4.0959 -1.7546
N -1.5216 0.6781 0.5331
C 2.2395 1.0285 -6.6802
C 3.9389 -0.4124 -6.3968
C -2.7084 -1.8833 4.6546
C 6.4322 -2.0864 -0.9749
C -1.8552 -0.0264 -0.6020
C 0.3456 -1.2316 -0.6017
C -7.1053 4.5948 1.8124
C -5.2700 5.0296 0.1278
C -0.9561 -1.0075 -1.2329
C 2.0361 2.5231 -6.7892
C -4.3426 -2.1758 7.7577
C 2.6242 -4.3938 -0.7015
C -0.2882 0.5136 1.1473
C 1.4415 -2.1996 -1.0889
C -7.5141 6.7597 2.2212
C -2.8792 -0.5725 6.4662
C 2.2370 0.5171 -5.2646
C 5.7911 -4.4349 -1.8901
C 2.3476 -1.9355 -2.2063
C 6.0324 -3.5748 -0.5865
C 1.5783 -3.4666 -0.3168
C 3.3650 -2.9448 -2.5072
C 0.6727 -0.4379 0.6165
C 5.9473 -0.9871 0.0546
C -3.1434 -2.0007 6.8535
C -5.8909 5.4099 1.4545
H 6.9309 -4.0131 -0.0614
H -7.7074 4.3060 0.9458
H -6.8514 3.6997 2.3817
H 1.9412 2.8144 -7.8364
H -2.8494 0.1312 -1.0818
H -2.3500 3.9954 1.0133
H -4.4172 -3.2135 8.0872
H -5.1371 5.3710 2.2498
H -5.2699 -1.9494 7.2270
H 7.5590 -2.0475 -0.9999
H 2.8965 3.0657 -6.3912
H -4.3377 5.5789 -0.0229
H 0.9247 -3.7409 0.5405
H -5.9259 5.2963 -0.7034
H -4.2707 -1.5383 8.6404
H 1.5029 0.5018 -7.2949
H 5.1730 -0.3348 -0.4497
H 6.0156 -1.8650 -1.9902
H 6.0454 -3.8746 -2.8296
H 4.0925 -2.8360 -3.3504
H -2.2106 -0.0697 7.1647
H -3.7885 0.0250 6.3524
H 1.2382 0.2337 -4.9278
H 1.6657 -0.5536 1.1149
H 6.5043 -5.3065 -1.8594
H -2.2597 -2.4607 7.3061
H 2.2880 -1.0098 -2.8170
H 1.1361 2.8415 -6.2599
H 5.5401 -1.4097 1.0095
H 6.7722 -0.2780 0.3548
H 0.0286 1.0851 2.0584
H 2.7800 -5.3529 -0.1416
H 5.1948 -3.6325 0.1619
H -1.2239 -1.5605 -2.1601
H -5.0523 3.9620 0.0820
H 2.6689 1.2209 -4.5458

[2]
43
Properties=species:S:1:pos:R:3 method="wB97M-V/def2-TZVPD" lumo_energy_ev=-0.8 charge=0 gap_ev=8.4 smiles=CC[C@](C#N)([C@H](C#N)c1ccncc1)P(O)I.CCOCC e_homo_ev=-9.3 multiplicity=1
I 1.2099 -1.0948 -1.4900
P 0.7768 1.0796 -0.3179
O -0.7452 0.8092 0.4825
O 2.1095 -4.4758 2.2336
N 0.0365 1.2671 -4.4061
N 0.3851 5.2704 0.8531
N -5.1549 2.2551 -1.0411
C 1.0699 -3.6264 1.7545
C -1.9421 3.1874 -1.3245
C -2.8565 3.5420 0.0317
C 2.1904 2.9925 -1.9077
C 0.6586 2.3396 -1.7472
C 1.7547 -5.3838 3.2762
C -4.3990 3.0225 -0.0113
C 0.4838 -2.7222 2.8239
C 0.6601 -6.3597 2.8826
C 0.3920 1.5267 -3.1673
C -4.4064 1.9213 -2.2861
C 3.3251 1.8203 -2.2761
C -0.3644 3.5946 -1.4911
C -2.8535 2.3768 -2.4510
C 0.0925 4.5429 -0.1914
H -5.0339 3.3081 0.9613
H 0.0138 -3.2938 3.6285
H -2.4247 4.1423 0.9420
H 0.9575 -6.9336 1.9984
H 1.4864 -4.8309 4.1834
H 2.2091 3.8623 -2.7001
H 1.2676 -2.1049 3.2766
H -0.2772 -2.0637 2.3927
H 4.3665 2.4021 -2.3217
H 3.1716 1.3576 -3.3397
H -4.9306 1.3171 -3.1533
H -0.2724 4.3259 -2.4305
H -1.3036 0.1293 -0.0080
H 2.6608 -5.9495 3.5185
H -2.3204 2.1005 -3.4776
H 2.5649 3.4431 -0.8676
H 3.4520 1.0284 -1.4120
H -0.2742 -5.8485 2.6400
H 0.4577 -7.0566 3.7026
H 1.5146 -3.0004 0.9709
H 0.2917 -4.2202 1.2664

[3]
20
Properties=species:S:1:pos:R:3 method="wB97M-V/def2-TZVPD" lumo_energy_ev=-0.2 charge=0 relative_energy_kj_mol=235.4 gap_ev=9.1 e_homo_ev=-9.3 multiplicity=1
S 1.5769 0.9467 0.6027
O 1.5707 2.2573 -0.0273
O 0.6314 -0.2108 -0.1021
N 3.2500 -2.5193 0.3700
C 3.1847 -1.3849 0.2065
C -3.4956 -0.2253 0.3008
C 3.9445 0.8726 -0.7724
C -1.4519 1.0184 0.3002
C -1.4095 -1.3943 -0.0626
C -2.7813 -1.3987 0.0163
C 3.2444 -0.0725 -0.1777
C -2.8499 0.9300 0.5062
C -0.7572 -0.1417 0.1030
H -3.2983 1.8110 0.6397
H -4.6181 -0.4316 0.3745
H 4.9182 0.6826 -1.1671
H -1.0417 1.9296 0.3724
H -0.7228 -2.2748 -0.3888
H 3.5481 1.7903 -0.9991
H -3.4425 -2.1848 -0.0953

[4]
126
Properties=species:S:1:pos:R:3 method="wB97M-V/def2-TZVPD" lumo_energy_ev=-0.2 charge=0 relative_energy_kj_mol=4102.2 gap_ev=7.3 e_homo_ev=-7.6 multiplicity=1
F 10.5902 -0.0185 23.7123
F 12.7907 3.2045 17.9264
F 13.6378 5.9709 25.1695
O 14.1414 -0.2366 22.7168
O 7.8157 2.7394 19.8714
O 12.6873 0.7413 20.2858
O 9.8266 -3.3899 22.3383
O 12.9380 -2.4602 19.3060
O 8.1601 1.4873 23.8567
O 9.7419 0.0255 21.5949
O 16.3093 3.3473 18.8508
O 13.8130 4.8922 21.1424
C 11.9986 -4.2884 21.9620
C 14.0962 2.9760 19.6563
C 14.8452 -1.1123 23.2639
C 7.3467 0.9571 21.6312
C 11.5953 -2.0096 23.0967
C 13.2203 -0.0089 16.2891
C 9.4266 2.4923 22.1720
C 13.9354 -1.7017 19.2974
C 10.8314 3.1939 24.3603
C 11.3270 -0.2366 24.8188
C 9.7126 -0.6215 20.5755
C 10.8568 -1.1182 25.8256
C 12.5715 0.3796 24.9726
C 11.7220 -1.5196 26.8493
C 12.4569 4.0761 25.8149
C 15.4465 2.5484 19.2061
C 14.1620 -2.2682 23.9543
C 11.0068 -3.2117 22.4196
C 14.5912 4.5220 22.0503
C 12.5117 -0.8309 17.1232
C 14.7085 -1.5037 17.9462
C 13.3787 1.3940 16.5212
C 14.1698 3.4459 22.9995
C 12.2869 1.1095 21.3446
C 12.0434 -0.3763 18.3656
C 8.2806 1.6266 22.6338
C 16.0573 4.9883 22.0315
C 12.9224 -0.9265 26.9318
C 11.5187 3.1245 25.5521
C 13.3624 0.0265 26.0391
C 11.9986 0.1401 22.4930
C 7.8709 1.5925 17.7510
C 9.9467 1.7850 19.2829
C 14.4433 -1.0851 20.5143
C 12.7476 5.0296 24.8882
C 12.0300 2.5597 21.6059
C 11.1193 4.0883 23.4085
C 12.0518 5.0293 23.6654
C 8.4988 -0.6949 19.5967
C 15.6041 1.0542 19.0611
C 10.7753 -1.6008 20.2522
C 8.4796 2.1207 19.0058
C 12.2015 1.0270 18.6326
C 12.7919 1.8358 17.7367
C 16.3567 -1.0922 23.2115
H 14.9041 2.6486 23.1138
H 14.2840 0.5849 26.1101
H 13.2319 2.9666 22.7189
H 8.1584 0.5422 17.7039
H 6.9166 1.7096 20.9702
H 9.6358 3.1537 23.0128
H 13.2257 -2.0029 24.4454
H 16.5965 0.9006 19.4849
H 9.0774 3.0994 21.3368
H 10.3164 -2.5798 20.3898
H 10.5444 2.5933 18.8615
H 16.5862 4.2238 21.4624
H 11.2820 2.4409 26.3540
H 12.1511 2.8231 22.6567
H 12.8906 -0.4694 22.6380
H 10.6298 4.0692 22.4460
H 11.6763 -1.5816 20.8652
H 11.1146 -0.4605 22.2789
H 14.6397 -0.5259 17.4695
H 8.7660 -0.4983 18.5584
H 12.4371 -3.8790 21.0520
H 16.4044 5.0375 23.0636
H 16.8454 -2.0664 23.2245
H 6.8160 1.6915 18.0068
H 6.5468 0.6486 22.3043
H 16.6183 -0.5466 22.3048
H 14.7858 -2.5155 24.8133
H 7.9414 -1.6220 19.7304
H 11.1491 -1.5183 19.2316
H 10.2447 1.7925 22.0018
H 13.6662 2.1617 15.8180
H 12.3945 5.8317 23.0288
H 12.7917 -4.4365 22.6950
H 16.1779 5.8738 21.4074
H 12.4306 -1.8238 16.7060
H 10.9080 -1.1793 23.2590
H 12.8169 3.1386 21.1224
H 10.3725 0.8562 18.9033
H 10.1583 1.8553 20.3498
H 8.1252 2.2392 16.9111
H 13.5204 -0.4365 15.3438
H 13.9006 3.8638 23.9696
H 14.1162 -3.1730 23.3483
H 11.6320 1.4320 19.4561
H 16.7015 -0.4832 24.0471
H 13.4987 -1.3603 27.7356
H 13.0140 4.0233 26.7386
H 12.9436 0.9954 24.1671
H 13.7040 3.8977 19.2265
H 9.9330 -1.6713 25.7412
H 15.1630 -0.3113 20.2471
H 11.5448 -1.1036 18.9892
H 15.7577 -1.7294 18.1366
H 7.8431 0.1301 21.1235
H 11.7712 0.6138 23.4480
H 7.7424 0.0653 19.7921
H 14.3770 -2.2334 17.2074
H 13.3584 2.2532 19.3078
H 13.6610 -0.5087 21.0082
H 15.5966 0.7433 18.0164
H 12.2230 -2.3032 23.9380
H 14.0232 3.0508 20.7413
H 10.1463 2.3996 24.1031
H 14.8605 0.5277 19.6594
H 11.1010 2.9006 21.1490
H 11.5080 -5.2510 21.8178
H 12.3136 -1.6468 22.3615
H 14.9957 -1.8312 21.0856
H 11.3778 -2.2455 27.5711

[5]
98
Properties=species:S:1:pos:R:3 method="wB97M-V/def2-TZVPD" lumo_energy_ev=0.6 charge=0 gap_ev=8.3 smiles="[H]/N=C/Cc1cccc2c1Sc1ccccc1N2P(C)CC.CN(C)P(=O)(N(C)C)N(C)C.CN(C)P(=O)(N(C)C)N(C)C" e_homo_ev=-7.7 multiplicity=1
S 1.8760 -6.4642 -0.9519
P 1.7704 -2.7863 -0.2239
P -4.5153 3.7608 2.1723
P 0.4588 3.3336 -2.7961
O -0.9350 2.7659 -2.7968
O -3.3411 4.0567 1.2821
N -4.1242 2.1080 2.5576
N 0.3475 4.2907 -1.3490
N 4.0635 -8.7086 -1.3734
N 1.3746 1.9367 -2.4729
N -4.1595 4.7406 3.5193
N 1.8224 4.2679 -3.3356
N 3.0834 -3.9323 0.1473
N -6.1714 3.5025 2.6272
C 1.9129 -7.1420 1.7138
C -3.1968 1.8348 3.6416
C 3.7031 -4.4595 -1.0295
C 1.1158 0.7318 -3.2361
C 2.2861 3.9226 -4.6897
C 0.0941 -1.2518 1.3673
C 4.1087 -8.6124 -2.6286
C -4.5092 4.4894 4.8990
C -0.8608 5.1088 -1.2882
C 5.0268 -5.4105 -3.2976
C 2.7845 -5.7036 3.4047
C 0.5810 3.6575 -0.0615
C 2.2019 -6.1738 0.7672
C 2.1948 -6.9120 3.0532
C 2.6359 1.8596 -1.7693
C -3.7727 1.3154 1.3830
C -3.7919 6.1271 3.3004
C 0.6001 -2.7224 1.2020
C 4.7927 -3.7604 -1.5404
C 0.6974 -3.4183 -1.5955
C 3.0552 -4.7416 2.4498
C 1.8088 5.7320 -3.1994
C 3.2913 -5.6386 -1.6541
C -7.0505 4.6551 2.3666
C 5.4255 -4.2431 -2.6696
C 3.5273 -7.4455 -3.4167
C -6.8653 2.2748 2.2082
C 3.9553 -6.1313 -2.7810
C 2.7650 -4.9467 1.1042
H -3.6014 4.4282 5.5087
H -2.7498 1.5053 1.0383
H 1.6359 3.4221 0.0816
H 1.4659 -8.0740 1.3911
H 5.5379 -5.8005 -4.1679
H 4.4916 -9.5749 -1.0554
H -6.5027 1.4195 2.7700
H 0.0828 0.6807 -3.5765
H 1.2771 -3.9106 -2.3730
H -1.7401 4.5245 -0.9990
H 3.0155 -5.5257 4.4475
H 2.4387 -7.4963 -3.4329
H -0.9882 -1.2288 1.4722
H 3.9311 -7.4819 -4.4266
H 6.2832 -3.7068 -3.0598
H -0.0131 2.7430 0.0711
H 0.4422 -0.6113 0.5572
H -7.4566 4.6458 1.3509
H 2.6516 6.1616 -3.7451
H -0.7285 5.9231 -0.5709
H 0.8919 6.1810 -3.5884
H 3.5251 -3.8004 2.7127
H -2.9389 0.7740 3.6516
H -6.5192 5.5979 2.5043
H 1.0748 -2.9961 2.1402
H 0.5190 -0.8438 2.2853
H -4.4475 1.5366 0.5522
H -3.8789 0.2500 1.6058
H 2.9933 2.8308 -1.4362
H -2.2650 2.4103 3.5523
H -5.1392 5.2902 5.3093
H 2.1548 2.8590 -4.8939
H 0.2130 -2.5399 -2.0300
H -6.7530 2.0734 1.1404
H -3.6480 2.0353 4.6133
H 1.2953 -0.1572 -2.6235
H 3.3533 4.1364 -4.7751
H 1.9307 6.0206 -2.1599
H 4.5757 -9.4144 -3.2139
H -0.2846 -3.3333 1.0164
H -1.0669 5.5694 -2.2589
H -3.0818 6.4642 4.0605
H -7.9321 2.3619 2.4236
H 0.3213 4.3470 0.7437
H -3.3126 6.2608 2.3321
H 3.4266 1.4340 -2.4021
H 2.5317 1.2208 -0.8859
H 1.7533 4.4803 -5.4659
H -4.6703 6.7875 3.3348
H -5.0603 3.5620 5.0330
H 1.9846 -7.6848 3.7788
H 5.1315 -2.8606 -1.0478
H -0.0979 -4.0815 -1.2507
H -7.8803 4.6478 3.0758
H 1.7601 0.6702 -4.1257

[6]
87
Properties=species:S:1:pos:R:3 method="wB97M-V/def2-TZVPD" lumo_energy_ev="3.9 / 3.9" charge=-2 gap_ev="4.0 / 4.0" e_homo_ev="-0.1 / -0.1" multiplicity=1
Rh -0.7162 0.1021 -0.3410
Se -0.5133 -0.4235 2.7468
S 4.0417 0.2007 2.6025
P -1.9082 -1.8668 0.1393
O -2.9912 -2.0557 -1.1732
O -6.0872 4.7352 -0.9518
O -1.1571 -0.4296 4.2058
O 1.0818 -0.2975 2.8738
O -0.8377 -1.8438 1.9690
O -1.1065 0.8043 1.8608
O 1.5342 6.7983 -0.2298
O -3.1778 -2.1357 1.1011
O -1.3431 -3.3588 -0.1017
N 0.3184 1.8986 -0.7201
N -2.3114 1.5138 -0.6126
N 1.7839 -0.9693 0.2498
C 3.7287 -3.8066 2.4521
C 0.1772 4.2550 -0.2155
C -2.8093 3.8382 -0.1814
C -0.4607 3.0133 -0.4679
C -4.1452 3.5602 -0.0613
C -3.5639 -1.2727 2.1462
C 1.2860 -1.6182 -1.9841
C 5.7528 -1.9282 2.2161
C 6.4162 2.2682 -0.6844
C 1.7849 -3.0885 -4.3402
C 5.3738 2.2802 1.4793
C 5.2370 0.3149 0.0889
C 3.4257 -2.4651 2.5519
C -3.6011 1.2522 -0.4640
C 1.6303 2.0498 -0.8339
C -1.8627 2.8111 -0.4209
C 1.5387 4.3748 -0.2855
C -0.1214 -3.9134 0.3400
C 6.0452 -3.2733 2.1179
C 5.0367 -4.2228 2.2224
C 2.2563 5.6295 0.1347
C -5.1883 4.6215 0.1502
C 4.9542 0.9600 1.2962
C 2.2934 3.2458 -0.6657
C -2.6290 -1.6580 -2.4509
C -4.5556 2.2086 -0.1899
C 1.0073 -1.0060 -0.7336
C 0.8330 -2.0634 -4.3285
C 5.9727 0.9657 -0.8774
C 4.4349 -1.5154 2.4200
C 6.0879 2.9305 0.4963
C 2.5266 -3.3377 -3.1785
C 0.6007 -1.3330 -3.1922
C 2.2949 -2.6245 -2.0332
H 1.9929 7.5608 0.1379
H -3.2260 -1.6487 3.1160
H -4.7342 5.6077 0.2765
H 3.2599 5.6544 -0.3190
H 5.2683 -5.2773 2.1298
H 4.8707 -0.6831 -0.0942
H 3.2922 -4.1083 -3.1863
H -0.2988 -4.9755 0.5293
H -6.1577 3.8530 -1.3351
H 2.8575 -2.8035 -1.1261
H -3.5421 -1.4820 -3.0299
H 7.0691 -3.5903 1.9533
H 0.2037 -3.4366 1.2602
H -2.0551 -0.7141 -2.4109
H 1.9448 -3.6675 -5.2413
H 2.9396 -4.5408 2.5357
H 2.2024 1.1635 -1.0713
H -3.8982 0.2170 -0.5789
H 0.2745 -1.8435 -5.2335
H 6.9849 2.7710 -1.4554
H -0.0930 -0.5012 -3.2081
H 6.1981 0.4568 -1.8050
H 5.1159 2.7751 2.4046
H -2.0143 -2.4062 -2.9633
H 6.5332 -1.1837 2.1443
H -4.6585 -1.2179 2.1289
H -5.7843 4.3942 1.0488
H -5.5887 1.9234 -0.0486
H -2.4669 4.8562 -0.0730
H 2.4185 -2.1316 2.7379
H -3.1527 -0.2743 2.0079
H 1.5416 -0.6718 1.1988
H 6.3905 3.9612 0.6389
H 2.3879 5.5904 1.2306
H 0.6482 -3.7927 -0.4288
H 3.3660 3.2955 -0.7647
H -0.4080 5.1111 0.0819

Which max |F| belongs to each record? In order, 3.21, 12.24, 5.22, 15.63, 6.05, 5.27 eV/Å.